Molecular formula: C21H24N2O3
Method: DFT, ωB97M-V with the def2-TZVPD basis set

Last column: Mulliken charge in e.
CARTESIAN COORDINATES (ANGSTROEM)
C (2.082, 3.605, 0.039)  -0.791
C (3.507, 3.262, -0.386)  -0.505
O (3.564, 2.115, -1.214)  -0.469
C (3.363, 0.885, -0.680)  0.536
C (3.250, -0.160, -1.603)  -0.754
C (3.031, -1.453, -1.183)  0.102
C (2.908, -1.738, 0.174)  -0.445
N (2.625, -3.048, 0.624)  -0.152
C (1.480, -3.759, 0.455)  0.156
O (1.340, -4.843, 0.976)  -0.684
C (0.397, -3.094, -0.390)  0.121
C (-0.880, -3.924, -0.455)  -0.839
C (-2.011, -2.912, -0.460)  0.458
O (-3.163, -3.156, -0.733)  -0.671
N (-1.494, -1.700, -0.096)  0.211
C (-2.194, -0.492, 0.043)  0.472
C (-3.458, -0.326, -0.516)  -0.895
C (-4.137, 0.876, -0.388)  0.706
C (-5.491, 1.044, -1.007)  -1.598
C (-3.541, 1.926, 0.296)  -0.696
C (-2.282, 1.782, 0.861)  0.634
C (-1.640, 2.928, 1.586)  -1.676
C (-1.615, 0.572, 0.733)  -0.342
C (-0.081, -1.766, 0.220)  -1.071
C (3.069, -0.712, 1.095)  -0.409
C (3.291, 0.589, 0.679)  -0.479
H (2.085, 4.522, 0.622)  0.410
H (1.650, 2.807, 0.637)  0.159
H (1.460, 3.748, -0.842)  0.307
H (4.160, 3.144, 0.487)  0.323
H (3.912, 4.062, -1.011)  0.320
H (3.340, 0.075, -2.651)  0.447
H (2.959, -2.250, -1.907)  0.533
H (3.271, -3.453, 1.290)  0.285
H (0.787, -2.918, -1.395)  0.389
H (-0.969, -4.558, 0.431)  0.317
H (-0.941, -4.571, -1.328)  0.369
H (-3.917, -1.145, -1.042)  0.541
H (-5.396, 1.510, -1.989)  0.304
H (-5.978, 0.081, -1.135)  0.363
H (-6.121, 1.682, -0.392)  0.383
H (-4.065, 2.866, 0.396)  0.416
H (-1.162, 3.600, 0.872)  0.250
H (-2.384, 3.499, 2.137)  0.449
H (-0.882, 2.575, 2.281)  0.373
H (-0.644, 0.469, 1.193)  0.322
H (0.066, -1.768, 1.308)  0.368
H (0.439, -0.905, -0.206)  0.643
H (3.007, -0.930, 2.151)  0.434
H (3.406, 1.358, 1.425)  0.380

Properties
- SMILES = CCOc1ccc(NC(=O)[C@H]2CC(=O)N(c3cc(C)cc(C)c3)C2)cc1
- LUMO level (Eh) = 0.0198
- E_tot (eV) = -31290.5952
- highest occupied orbital energy (hartree) = -0.30456
- ΔE to the lowest compared entry with this formula, charge and spin (kJ/mol) = 51.6